Below is a molecular structure, C23H36GeN3O4RuSSe, with properties calculated with ωB97M-V/def2-TZVPD.

The net charge is +1. The calculation puts the LUMO energy (alpha / beta) at -4.4 / -4.2 eV.

Last column: natural (NBO) charge in e.
Positions of all 70 atoms, in Å:
1 H 8.18 -2.62 -0.73  0.238
2 O 0.83 -1.42 2.11  -0.732
3 H -0.32 -0.16 3.88  0.232
4 N 0.53 3.20 0.10  -0.736
5 H 4.10 -0.10 2.38  0.218
6 C -2.35 -0.72 3.32  -0.097
7 H 2.68 -3.76 3.16  0.406
8 H -6.36 -1.48 0.01  0.220
9 C -4.24 -1.67 -0.08  -0.211
10 C -1.21 0.19 3.36  -0.469
11 H -1.10 -2.45 3.13  0.236
12 O -8.14 -3.48 -0.40  -0.655
13 H 8.29 -1.00 -0.05  0.234
14 C -1.70 2.48 0.91  -0.530
15 H -2.99 -4.03 2.88  0.222
16 C -3.15 -2.54 -0.08  -0.172
17 H -4.07 -0.60 -0.12  0.229
18 H 5.65 0.88 0.04  0.237
19 O 0.22 1.12 0.78  -0.603
20 Ru -1.03 -0.32 1.39  0.757
21 H -4.85 -5.48 0.08  0.249
22 Ge 5.85 -1.69 -0.29  1.619
23 C -5.75 -3.54 0.03  -0.101
24 H -2.13 3.26 0.27  0.237
25 H 1.49 2.95 -0.13  0.436
26 H -3.89 0.78 3.57  0.221
27 H 4.58 -2.30 1.83  0.219
28 C -7.12 -4.13 0.19  0.757
29 H 1.77 -4.26 1.05  0.404
30 S -1.48 -1.97 -0.13  0.041
31 H -1.46 1.23 3.57  0.215
32 H 0.68 -3.14 0.30  0.429
33 Se 3.21 0.25 0.03  0.259
34 H -5.75 -0.81 3.41  0.231
35 H -3.35 1.12 1.30  0.210
36 H 3.79 -2.69 -1.39  0.231
37 H 5.14 -2.68 -2.54  0.237
38 C -3.19 -2.98 3.01  -0.151
39 C -4.73 -1.16 3.31  -0.199
40 H 5.98 -3.36 1.61  0.235
41 C -2.11 -2.08 3.11  -0.191
42 H 3.98 1.64 2.01  0.217
43 O -7.31 -5.15 0.80  -0.542
44 H -7.81 -2.78 -0.98  0.486
45 C 7.74 -1.63 -0.76  -1.087
46 C -5.53 -2.17 -0.03  -0.212
47 H -2.56 0.94 -0.27  0.208
48 H -2.53 -4.59 -0.07  0.228
49 C -3.70 -0.27 3.40  -0.168
50 C 5.09 0.12 -0.49  -1.041
51 H 2.24 -2.26 3.91  0.418
52 C -2.39 1.12 0.79  -0.558
53 C 4.86 -2.87 -1.50  -1.095
54 H -5.30 -3.23 3.05  0.237
55 N 1.33 -3.36 1.04  -0.814
56 C 1.40 -2.52 2.08  0.812
57 H 7.88 -1.22 -1.76  0.236
58 H 5.07 -3.91 -1.28  0.232
59 H 2.51 0.69 2.38  0.233
60 C 5.63 -2.33 1.54  -1.101
61 H 5.12 0.39 -1.55  0.244
62 C -4.48 -2.53 3.11  -0.176
63 C -3.38 -3.92 -0.05  -0.201
64 H 0.20 4.13 -0.11  0.420
65 H -1.73 2.86 1.94  0.247
66 C -0.26 2.27 0.58  0.720
67 H 6.20 -1.72 2.25  0.234
68 N 2.16 -2.90 3.14  -0.817
69 C -4.67 -4.41 0.02  -0.188
70 C 3.49 0.67 1.91  -0.791


Below is a molecular structure, C3H5BrN2O, with properties calculated with ωB97M-V/def2-TZVPD.

The calculation puts the LUMO energy (alpha / beta) at -1.7 / -1.4 eV.

Last column: natural (NBO) charge in e.
Positions of all 12 atoms, in Å:
1 C 0.21 0.21 0.55  -0.613
2 Br -4.94 0.22 0.53  0.382
3 H 0.78 0.95 -0.02  0.212
4 H 0.74 -0.75 0.49  0.215
5 H -1.17 -0.13 -1.09  0.225
6 O -1.92 1.84 1.44  -0.513
7 C -1.17 0.04 -0.02  -0.465
8 H 0.16 0.52 1.59  0.229
9 C -2.03 1.36 0.35  0.551
10 H -1.74 -0.75 0.48  0.218
11 N -2.62 1.62 -0.77  -0.154
12 N -4.27 0.76 -0.97  -0.286


Below is a molecular structure, C12H35AgBNO6, with properties calculated with ωB97M-V/def2-TZVPD.

The net charge is -1. Its expectation value of S² is 0.760. The calculation puts the LUMO energy (alpha / beta) at 2.8 / 2.2 eV. The spin multiplicity is 2.

Last column: natural (NBO) charge in e.
Positions of all 56 atoms, in Å:
1 H 11.82 -11.26 21.37  0.101
2 H 14.43 -13.99 22.65  0.186
3 C 11.80 -9.96 23.07  -0.637
4 O 13.72 -10.73 21.69  -0.988
5 C 16.02 -9.94 25.10  -0.078
6 H 19.35 -13.80 16.50  0.189
7 C 15.87 -8.49 20.50  -0.248
8 H 18.23 -10.09 25.60  0.167
9 H 15.18 -15.16 23.46  0.149
10 H 12.40 -9.60 23.91  0.190
11 H 10.83 -10.28 23.45  0.173
12 C 14.10 -13.86 24.84  -0.645
13 O 18.29 -14.09 18.25  -0.557
14 H 13.65 -12.88 24.76  0.215
15 H 15.98 -8.07 21.50  0.201
16 Ag 15.95 -11.50 21.99  1.080
17 C 17.10 -14.60 18.78  -0.073
18 C 17.28 -10.55 25.86  -0.079
19 H 17.33 -12.24 26.74  0.452
20 H 14.59 -14.07 25.80  0.199
21 C 16.77 -13.94 20.09  -0.264
22 O 16.21 -13.37 23.50  -0.469
23 H 15.76 -8.92 25.40  0.150
24 H 17.77 -14.61 16.28  0.163
25 H 16.32 -14.47 18.03  0.144
26 H 19.18 -15.45 17.02  0.163
27 H 16.68 -12.10 18.14  0.162
28 H 17.14 -9.65 23.64  0.502
29 H 17.25 -10.44 26.95  0.137
30 H 13.21 -14.48 24.76  0.190
31 H 19.47 -11.37 22.01  0.002
32 H 17.92 -10.64 21.87  -0.032
33 B 18.46 -11.41 22.40  -0.879
34 C 16.11 -10.35 19.10  -0.067
35 H 16.29 -14.72 20.68  0.208
36 C 18.63 -14.50 16.93  -0.249
37 C 12.49 -11.05 22.20  -0.023
38 N 16.08 -12.70 20.02  -0.643
39 O 16.25 -9.97 23.76  -0.730
40 O 16.38 -9.80 20.39  -0.550
41 H 15.06 -10.30 18.83  0.181
42 H 17.35 -15.66 18.85  0.165
43 H 16.34 -7.70 19.92  0.144
44 H 18.10 -12.38 22.12  -0.009
45 H 18.42 -11.24 23.47  -0.029
46 H 17.74 -13.86 20.60  0.249
47 H 15.22 -10.65 25.34  0.182
48 H 16.51 -9.64 18.37  0.165
49 H 17.83 -11.65 19.40  0.248
50 H 14.82 -8.50 20.20  0.187
51 H 12.59 -11.95 22.82  0.100
52 O 17.47 -11.92 25.84  -0.689
53 C 15.01 -14.09 23.57  -0.110
54 H 11.60 -9.11 22.42  0.184
55 C 16.77 -11.74 19.16  -0.246
56 H 15.23 -13.02 19.57  0.363


Below is a molecular structure, C9H21InN3O10PSSe2, with properties calculated with ωB97M-V/def2-TZVPD.

The net charge is -2. The calculation puts the LUMO energy at 4.4 eV.

Last column: natural (NBO) charge in e.
Positions of all 48 atoms, in Å:
1 H 4.66 1.16 0.11  0.174
2 O -0.07 -3.09 1.43  -1.097
3 H -2.70 2.58 -2.73  0.307
4 H 2.85 -2.24 3.39  0.174
5 H -1.99 -2.02 -2.50  0.301
6 O -3.12 1.34 1.16  -1.129
7 C 2.23 -1.40 3.07  -0.424
8 In -1.27 0.18 0.94  1.985
9 C -4.09 0.14 -1.54  -1.034
10 H -4.84 0.06 -2.33  0.218
11 O -2.69 3.92 1.89  -1.075
12 N 2.93 -0.69 1.99  -0.442
13 H -1.63 1.82 -3.94  0.227
14 H 4.75 -1.73 1.84  0.179
15 H -1.17 -1.06 -3.74  0.241
16 O -1.34 0.67 -1.27  -1.127
17 O -2.69 3.26 -0.66  -1.126
18 C 4.37 -0.75 2.12  -0.396
19 N -1.23 -0.10 3.03  -0.675
20 C -2.11 -1.18 -3.19  -1.017
21 H 4.11 0.87 -1.52  0.204
22 C 4.06 0.49 -0.50  -0.391
23 O -1.44 -3.94 -0.70  -1.115
24 C -0.91 -0.18 4.15  0.219
25 H 2.04 -0.74 3.91  0.203
26 H -4.10 -0.75 -0.91  0.276
27 H 1.08 0.13 -1.44  0.261
28 O 0.93 -0.13 1.20  -0.708
29 H 1.00 1.67 -0.59  0.248
30 P -2.44 0.32 -2.23  1.998
31 C 1.68 0.96 -1.06  -0.425
32 O -2.01 -1.59 0.34  -1.178
33 H 4.62 -0.59 3.17  0.192
34 H 4.51 -0.50 -0.50  0.192
35 S -0.48 -0.29 5.70  -0.337
36 H 1.29 -1.81 2.71  0.292
37 C -2.57 1.71 -3.39  -1.020
38 C 2.15 -0.11 1.03  0.848
39 H -4.27 1.02 -0.92  0.296
40 H -3.40 1.62 -4.09  0.211
41 O -0.75 2.29 0.97  -1.119
42 H 2.19 1.46 -1.88  0.170
43 Se -2.33 2.76 0.83  2.791
44 H -2.93 -1.39 -3.88  0.216
45 O 0.31 -1.97 -0.98  -1.124
46 N 2.67 0.48 -0.09  -0.447
47 Se -0.73 -2.68 0.03  2.784
48 H 4.88 0.01 1.55  0.199


Below is a molecular structure, C4H7NO3, with properties calculated with ωB97M-V/def2-TZVPD.

The calculation puts the LUMO energy at 0.6 eV.

Last column: natural (NBO) charge in e.
Positions of all 15 atoms, in Å:
1 C 1.77 0.19 0.89  -0.811
2 H -0.18 -0.11 -1.80  0.407
3 C -2.35 0.51 -0.32  -0.667
4 N 0.14 -0.32 -0.86  -0.288
5 H 2.19 -0.81 0.85  0.247
6 C 1.28 0.61 -0.41  0.693
7 H -2.26 0.97 -1.29  0.226
8 H 0.10 -1.95 0.13  0.486
9 H 2.46 0.91 1.31  0.250
10 H -3.34 0.45 0.11  0.249
11 O 1.32 1.67 -0.97  -0.532
12 H 0.65 -0.08 1.45  0.349
13 C -1.32 -0.02 0.30  0.593
14 O 0.39 -1.71 -0.77  -0.539
15 O -0.85 -0.31 1.41  -0.664


Below is 2 unconnected molecules or ions with the total composition C2H2O2, with properties calculated with ωB97M-V/def2-TZVPD.

The calculation puts the LUMO energy (alpha / beta) at -0.7 / -0.7 eV.

Last column: natural (NBO) charge in e.
Positions of all 6 atoms, in Å:
1 H 0.41 0.01 -1.33  0.085
2 O -1.71 -0.99 2.02  -0.489
3 C -0.69 -0.87 1.55  1.024
4 C 1.06 0.81 -1.71  -0.161
5 O 0.33 -0.74 1.00  -0.534
6 H 0.59 1.77 -1.53  0.076


What F_max values result from the calculations? In sequence: 0.01570; 0.10896; 0.08463; 0.03978; 0.06189; 0.07352 hartree/bohr.
What energy relative to the best compared isomer or geometry (same formula, charge and spin) values result from the calculations? In sequence: 20.16; 125.49; 65.42; 7.91; 121.10; 63.29 kcal per mole.